(1)
DFT (wB97M-V/def2-TZVPD) results for 3 unconnected molecules or ions with the total composition C4H11NOS2 in a non-equilibrium geometry.

```
19
Properties=species:S:1:pos:R:3:forces:R:3
S -3.0646 0.2229 -1.2298 -0.1 -0.4 0.2
S 1.7985 1.0056 1.6970 0.7 -0.4 0.4
C 0.9193 -0.3882 1.4382 -1.1 6.7 1.9
C -0.0887 -0.1294 0.3606 -2.1 0.3 -1.3
C -0.4454 -1.6841 0.0487 0.0 -3.1 3.7
O -0.5298 -2.4438 1.2084 -0.6 1.9 -2.6
N 0.0700 0.4858 -0.9694 1.1 0.3 2.0
C 0.6620 1.8877 -1.0533 -0.7 -0.1 0.3
H -2.8687 1.4067 -1.8251 0.1 0.0 -0.1
H 0.5055 -0.7462 2.3950 -0.6 -0.7 -0.7
H 1.5241 -1.3164 1.2362 3.4 -4.7 -1.0
H -0.9667 0.3663 0.8970 0.8 -0.9 -0.4
H -1.3937 -1.7738 -0.5256 -0.5 1.1 -0.2
H 0.4234 -2.0263 -0.4670 0.6 -0.1 -1.2
H 1.9976 -2.1070 1.2098 -1.0 1.1 -0.2
H -0.9338 0.5846 -1.1858 -0.1 0.0 -0.5
H 0.6021 2.2100 -2.1294 0.2 -0.3 1.1
H 1.7289 1.7992 -0.6940 -1.3 0.4 -0.6
H 0.0600 2.6465 -0.4112 1.1 -1.2 -0.9
```
Forces are in eV/Å.

As for the spin multiplicity: 1. As for the strongest force on any atom: 7.08 eV/A. The value obtained for the energy above the lowest of the compared OMol25 structures with the same formula, charge and spin is 287.85 kcal per mole. The charge is 0.

***

(2)
DFT (wB97M-V/def2-TZVPD) results for 3 unconnected molecules or ions with the total composition C4H11NS in a non-equilibrium geometry.

```
17
Properties=species:S:1:pos:R:3:forces:R:3
C 0.9922 -0.1086 -1.5307 -4.6 2.0 2.9
C 0.1065 0.9375 -1.4000 2.8 0.0 -3.9
S -2.4638 -0.0391 1.1590 0.3 -0.8 -1.3
C 0.9822 -0.9514 -0.3200 4.0 0.9 -0.7
N 1.8709 -0.1793 0.7623 -2.5 -2.5 -1.2
C 0.8017 0.2481 1.6314 1.0 0.9 2.0
H -1.6657 -1.1691 -2.2501 -0.5 0.6 -0.8
H -1.9513 -0.6843 -2.7788 0.3 -0.7 0.7
H 0.1631 1.8045 -2.1056 0.1 -0.3 1.1
H -0.8349 0.8658 -0.8675 -0.8 -0.5 0.3
H -3.2137 0.4006 2.1490 -0.1 0.7 0.5
H -0.0633 -0.8358 0.0094 0.0 -0.6 -0.1
H 1.3430 -1.9649 -0.4876 -0.2 -0.1 0.5
H 2.3315 0.6296 0.3888 0.2 0.3 -0.7
H 0.1408 -0.5811 1.8578 0.2 -0.1 0.4
H 0.1361 1.0371 1.2509 0.2 0.0 0.0
H 1.3249 0.5902 2.5316 -0.6 0.2 0.2
```
Forces are in eV/Å.

As for the spin multiplicity: 1. As for the strongest force on any atom: 5.83 eV/A. The value obtained for the energy above the lowest of the compared OMol25 structures with the same formula, charge and spin is 213.28 kcal per mole. The charge is 0.

***

(3)
DFT (wB97M-V/def2-TZVPD) results for 2 unconnected molecules or ions with the total composition C4H11NS in a non-equilibrium geometry.

```
17
Properties=species:S:1:pos:R:3:forces:R:3
C 0.1437 -1.8415 2.5402 -1.9 0.5 -1.1
N 0.8428 -2.3415 1.6229 0.1 1.4 -0.3
C 0.3625 -3.3388 0.7077 0.6 -1.8 0.2
H 0.3181 -0.8338 2.9154 1.1 -0.4 0.6
H -0.9124 -2.1128 2.7470 0.3 -0.6 0.0
H -0.2529 -3.0458 -0.1469 0.0 0.9 0.4
H -0.1711 -4.1667 1.1814 -0.2 0.0 0.2
H 1.2549 -3.7786 0.2605 -0.1 -0.2 -0.1
C -0.4800 0.4743 -0.5237 -0.4 0.0 1.0
S 0.0481 1.7682 -1.6509 0.4 0.4 -0.2
C -0.5536 3.2535 -0.7719 -1.1 -0.9 0.3
H -1.0665 1.0195 0.2149 -0.4 -0.3 0.0
H 0.2528 -0.0718 0.0809 0.4 0.3 -0.6
H -1.1130 -0.2622 -1.0126 -0.1 0.1 -0.2
H -0.8811 4.0076 -1.4818 0.7 0.3 -0.1
H -1.5147 2.9791 -0.3189 0.2 -0.1 0.1
H 0.0832 3.5859 0.0450 0.2 0.3 -0.4
```
Forces are in eV/Å.

As for the spin multiplicity: 1. As for the strongest force on any atom: 2.23 eV/A. The SMILES is C=NC.CSC. The value obtained for the energy above the lowest of the compared OMol25 structures with the same formula, charge and spin is 45.35 kcal per mole. The charge is 0.

***

(4)
DFT (wB97M-V/def2-TZVPD) results for 2 unconnected molecules or ions with the total composition C4H11NS.

```
17
Properties=species:S:1:pos:R:3:forces:R:3
C 0.0143 1.9060 -3.5474 0.5 -0.3 -0.1
C -0.8743 2.0504 -2.5632 -0.4 -0.2 -0.9
N -1.0031 1.2215 -1.4769 0.3 0.7 -0.2
H 0.1136 2.5472 -4.4083 -0.3 0.3 0.2
H 0.6977 1.0611 -3.5660 0.0 0.0 0.2
H -1.6472 2.8094 -2.6407 0.2 0.1 0.2
H -0.3453 0.4761 -1.3707 -0.1 -0.3 0.2
H -1.9034 1.1430 -1.0621 -0.2 -0.2 0.3
C 0.8652 -2.5145 2.7734 0.5 -0.1 0.2
C -0.1482 -1.7388 1.9638 -0.2 0.5 -0.3
S 0.5487 -0.2704 1.0700 -0.2 -0.6 0.4
H 1.8299 -2.4427 2.2672 0.0 -0.2 0.1
H 0.9935 -2.1422 3.7912 0.0 0.2 -0.1
H 0.6118 -3.5726 2.8667 -0.1 0.0 -0.1
H -0.5774 -2.3894 1.2091 -0.1 0.1 -0.2
H -0.9760 -1.3349 2.5453 0.0 -0.2 0.1
H 0.1723 0.6223 1.9893 0.1 0.1 0.0
```
Forces are in eV/Å.

As for the spin multiplicity: 1. As for the strongest force on any atom: 0.97 eV/A. The SMILES is C=CN.CCS. The value obtained for the energy above the lowest of the compared OMol25 structures with the same formula, charge and spin is 22.98 kcal per mole. The charge is 0.

***

(5)
DFT (wB97M-V/def2-TZVPD) results for 2 unconnected molecules or ions with the total composition C4H11NS2 in a non-equilibrium geometry.

```
18
Properties=species:S:1:pos:R:3:forces:R:3
C -1.5303 0.0422 -0.6297 1.3 0.4 0.4
C -1.6761 -0.5776 1.8275 0.1 -1.9 1.3
C 3.4435 0.2413 -0.6166 2.2 -1.8 -2.2
C -0.7509 -0.5997 0.5913 -3.7 -0.4 -2.0
N 0.2472 0.2153 1.0077 4.3 -1.1 1.2
S 0.5489 1.7087 0.6762 0.6 1.8 -0.1
S 2.2611 -1.0492 -0.5247 -0.6 -1.0 0.5
H -2.4629 -0.4407 -0.7619 -1.1 -0.4 -0.1
H -1.6625 1.0101 -0.1285 -0.8 0.3 -1.1
H -1.0617 0.1680 -1.6679 -0.1 -0.3 1.8
H -2.7172 -0.9554 1.7072 0.9 -0.1 -0.1
H -1.7277 0.4192 2.1654 -0.4 1.4 0.3
H -1.1213 -1.0966 2.6929 -1.0 0.4 -1.4
H 3.5193 0.7717 0.2807 -0.1 1.2 1.2
H 3.2439 0.7630 -1.5508 0.3 0.8 0.5
H 4.5109 -0.2375 -0.7324 -1.9 0.7 0.2
H -0.5181 -1.6450 0.3964 0.8 0.1 0.0
H 1.7235 1.8520 1.4024 -0.9 -0.1 -0.3
```
Forces are in eV/Å.

As for the spin multiplicity: 1. As for the strongest force on any atom: 4.64 eV/A. The value obtained for the energy above the lowest of the compared OMol25 structures with the same formula, charge and spin is 104.19 kcal per mole. The charge is 0.

***

(6)
DFT (wB97M-V/def2-TZVPD) results for a single C4H11NS2 molecule.

```
18
Properties=species:S:1:pos:R:3:forces:R:3
C 2.0128 -1.2396 -1.5124 0.5 -0.5 0.1
C 0.5790 -0.7969 -1.3509 0.2 0.0 0.0
N 0.3101 -0.3569 0.0057 0.0 0.2 0.0
C -1.0547 0.0589 0.2551 -0.1 -0.7 0.1
C -1.3157 0.1542 1.7531 -0.2 0.7 -0.6
S -0.3839 1.5013 2.5712 0.0 -0.2 0.0
S -1.3925 3.1382 1.8296 0.2 -0.2 0.1
H 2.2759 -1.9318 -0.7131 -0.1 -0.1 0.1
H 2.1424 -1.7947 -2.4393 0.0 0.1 -0.2
H 2.7697 -0.4595 -1.4883 -0.2 0.4 0.0
H 0.3259 -0.0758 -2.1468 -0.1 0.1 0.2
H -0.0344 -1.6775 -1.5173 -0.3 -0.1 -0.1
H 0.9491 0.3678 0.3121 0.1 0.0 -0.1
H -1.7175 -0.7411 -0.1150 0.1 0.2 0.0
H -1.3472 0.9751 -0.2697 0.0 0.1 0.0
H -1.0848 -0.8056 2.2026 0.2 0.1 0.3
H -2.3536 0.4183 1.9227 -0.2 -0.2 0.1
H -0.6806 3.2654 0.7008 0.0 0.1 -0.1
```
Forces are in eV/Å.

As for the spin multiplicity: 1. As for the strongest force on any atom: 0.93 eV/A. The SMILES is CCNCCSS. The value obtained for the energy above the lowest of the compared OMol25 structures with the same formula, charge and spin is 7.40 kcal per mole. The charge is 0.